DFT (ωB97M-V/def2-TZVPD) results for C15H28HgN4O3Ta as an isolated structure at a distorted geometry.

Its multiplicity is 2. The calculation puts the energy relative to the best compared isomer or geometry (same formula, charge and spin) at 0.0 kJ/mol. As for the total charge: +2. For the HOMO energy (spin up / spin down), the calculation gives -15.6814 / -15.3485 eV. The HOMO-LUMO gap (spin up / spin down) comes out at 0.3004 / 0.1637 Eh.

```
52
C15H28HgN4O3Ta | the OMol25 dataset | ωB97M-V/def2-TZVPD
N -1.930 -0.441 0.514
C -2.933 -1.110 0.707
O -3.888 -1.755 0.949
Hg -1.431 3.538 1.966
Ta -0.043 0.053 0.500
N 0.077 1.796 -0.369
N 0.685 -1.370 -0.617
C -0.522 2.570 -1.453
C 0.074 -2.380 -1.507
C -0.233 4.065 -1.284
C 0.088 2.121 -2.782
C -2.024 2.319 -1.467
C -0.564 -3.452 -0.626
C 1.126 -3.023 -2.407
C -0.989 -1.712 -2.366
H -0.545 4.435 -0.296
H -0.805 4.616 -2.044
H 0.833 4.281 -1.425
H 1.169 2.306 -2.789
H -0.379 2.701 -3.593
H -0.097 1.053 -2.961
H -2.271 1.261 -1.629
H -2.460 2.902 -2.296
H -2.503 2.651 -0.532
H 0.195 -3.931 0.002
H -1.026 -4.216 -1.270
H -1.337 -3.032 0.026
H 1.818 -3.650 -1.836
H 1.687 -2.263 -2.959
H 0.619 -3.672 -3.132
H -1.423 -2.473 -3.034
H -0.546 -0.927 -2.995
H -1.805 -1.290 -1.768
C 1.509 2.082 -0.079
H 1.953 1.288 0.568
H 2.109 2.142 -1.002
H 1.608 3.025 0.481
C 2.027 -1.700 -0.063
H 2.275 -1.049 0.794
H 2.059 -2.744 0.292
H 2.811 -1.553 -0.826
O 0.896 2.109 3.110
C 0.713 0.938 3.430
C 0.705 0.289 4.804
C 0.308 -1.153 4.580
C 0.111 -1.295 3.086
O -0.281 -2.234 2.391
N 0.402 -0.065 2.507
H 1.709 0.383 5.237
H 0.000 0.828 5.449
H 1.091 -1.845 4.914
H -0.620 -1.416 5.102
```

DFT (ωB97M-V/def2-TZVPD) results for C46H64AsAuGe2NOSi2Te as an isolated structure.

As for the total charge: -1. For the HOMO energy, the calculation gives -4.7565 eV. The HOMO-LUMO gap comes out at 0.2607 Eh.

```
119
C46H64AsAuGe2NOSi2Te | the OMol25 dataset | ωB97M-V/def2-TZVPD
Au -0.843 0.497 1.097
C -3.848 -5.074 0.256
Si -2.005 -4.696 0.265
C -1.077 -5.956 1.302
C -1.351 -4.775 -1.495
As -1.661 -2.444 0.887
Si -2.118 -2.411 3.224
C -0.726 -1.489 4.064
C -2.239 -4.111 4.022
C -3.756 -1.532 3.432
H -4.036 -6.063 -0.169
H -4.392 -4.341 -0.344
H -4.266 -5.057 1.265
H -0.938 -6.881 0.736
H -1.612 -6.195 2.221
H -0.094 -5.563 1.566
H -1.396 -5.793 -1.892
H -0.312 -4.439 -1.527
H -1.928 -4.121 -2.151
H 0.236 -1.949 3.828
H -0.871 -1.514 5.148
H -0.691 -0.448 3.738
H -1.282 -4.635 3.977
H -2.995 -4.740 3.547
H -2.512 -3.995 5.075
H -3.736 -0.572 2.915
H -3.963 -1.337 4.487
H -4.581 -2.122 3.024
C -4.011 1.749 -1.911
Ge -4.545 1.778 -0.016
C -5.326 0.005 0.361
C -6.021 3.087 0.107
Ge -2.562 2.158 1.343
C -3.179 2.420 3.212
C -2.227 2.665 4.204
C -2.587 2.792 5.538
C -3.919 2.670 5.915
C -4.881 2.428 4.946
C -4.510 2.309 3.611
C -1.911 3.949 0.784
C -2.717 5.088 0.845
C -2.249 6.328 0.433
C -0.955 6.454 -0.058
C -0.138 5.335 -0.128
C -0.614 4.098 0.291
H -4.887 1.630 -2.554
H -3.329 0.918 -2.095
H -3.501 2.674 -2.182
H -6.089 -0.242 -0.381
H -5.783 -0.027 1.351
H -4.542 -0.755 0.324
H -6.882 2.725 -0.459
H -5.715 4.047 -0.312
H -6.330 3.251 1.140
H -1.180 2.746 3.927
H -1.827 2.978 6.288
H -4.203 2.762 6.956
H -5.923 2.330 5.228
H -5.279 2.114 2.871
H -3.729 5.007 1.232
H -2.894 7.197 0.492
H -0.588 7.420 -0.384
H 0.874 5.420 -0.507
H 0.036 3.230 0.231
C 7.204 3.962 -4.386
C 6.150 3.333 -3.513
C 4.815 3.328 -3.884
C 3.830 2.745 -3.089
C 2.403 2.817 -3.557
C 4.191 2.126 -1.883
Te 2.737 1.209 -0.593
N 0.881 -0.632 0.818
C 1.068 -1.857 0.895
O 0.131 -2.874 1.038
C 2.428 -2.493 0.885
C 3.453 -1.898 1.615
C 4.714 -2.476 1.660
C 4.971 -3.642 0.952
C 3.957 -4.232 0.209
C 2.688 -3.669 0.189
C 2.030 -0.185 -2.042
C 0.713 -0.139 -2.509
C -0.267 0.965 -2.219
C 0.247 -1.176 -3.320
C 1.050 -2.236 -3.696
C 0.512 -3.372 -4.525
C 2.375 -2.228 -3.276
C 2.880 -1.224 -2.460
C 4.330 -1.291 -2.068
C 5.540 2.135 -1.490
C 6.008 1.520 -0.195
C 6.491 2.737 -2.307
H 6.756 4.448 -5.253
H 7.911 3.213 -4.749
H 7.776 4.711 -3.836
H 4.522 3.801 -4.816
H 2.308 3.508 -4.396
H 1.744 3.149 -2.753
H 2.043 1.838 -3.877
H 3.239 -0.978 2.145
H 5.500 -2.010 2.243
H 5.958 -4.088 0.976
H 4.152 -5.139 -0.351
H 1.889 -4.137 -0.371
H 0.172 1.784 -1.654
H -1.107 0.581 -1.636
H -0.668 1.363 -3.155
H -0.785 -1.142 -3.657
H -0.465 -3.126 -4.941
H 0.398 -4.274 -3.919
H 1.185 -3.614 -5.350
H 3.035 -3.035 -3.580
H 4.786 -2.203 -2.455
H 4.440 -1.288 -0.984
H 4.882 -0.434 -2.458
H 5.557 0.541 -0.030
H 5.731 2.144 0.658
H 7.093 1.416 -0.195
H 7.531 2.732 -1.993
```

DFT (ωB97M-V/def2-TZVPD) results for a 2-piece molecular cluster, CH2NO4S overall at a distorted geometry.

The calculation puts the energy relative to the best compared isomer or geometry (same formula, charge and spin) at 18.4 kJ/mol. As for the total charge: -1. For the HOMO energy, the calculation gives -5.1270 eV. The HOMO-LUMO gap comes out at 0.3286 Eh.

```
9
CH2NO4S | the OMol25 dataset | ωB97M-V/def2-TZVPD
C 1.429 1.893 -0.002
N 2.326 1.329 0.462
O -0.954 -0.426 0.258
O 0.621 2.645 -0.335
O 1.769 -0.976 -0.500
O 4.097 -0.422 -0.429
S 2.894 -0.553 0.351
H -1.512 0.052 -0.294
H -0.096 -0.645 -0.152
```

DFT (ωB97M-V/def2-TZVPD) results for C19H38CeNO3P3 as an isolated structure at a distorted geometry.

As for the total charge: +4. For the HOMO energy (spin up / spin down), the calculation gives -21.3391 / -21.3411 eV. The HOMO-LUMO gap (spin up / spin down) comes out at 0.2022 / 0.2027 Eh.

```
65
C19H38CeNO3P3 | the OMol25 dataset | ωB97M-V/def2-TZVPD
P -2.288 1.733 -0.218
C -2.703 2.709 1.276
H -3.652 3.262 1.167
H -1.909 3.447 1.485
H -2.804 2.040 2.147
C -2.112 3.117 -1.420
H -2.105 2.734 -2.455
H -1.151 3.618 -1.195
H -2.921 3.862 -1.338
C -3.918 1.001 -0.613
H -4.700 1.753 -0.818
H -4.256 0.371 0.230
H -3.800 0.364 -1.510
P -0.701 -2.967 0.459
C -1.117 -3.571 2.136
H -1.116 -4.676 2.165
H -2.120 -3.221 2.436
H -0.369 -3.210 2.864
C -2.063 -3.776 -0.467
H -1.811 -3.798 -1.540
H -2.984 -3.194 -0.288
H -2.217 -4.813 -0.124
C 0.690 -4.106 0.093
H 0.370 -5.161 0.145
H 1.508 -3.950 0.815
H 1.046 -3.894 -0.928
P 2.830 0.542 -0.063
C 3.687 0.819 1.528
H 4.648 1.350 1.400
H 3.900 -0.136 2.038
H 3.053 1.438 2.187
C 4.083 -0.422 -0.987
H 5.110 -0.041 -0.859
H 3.843 -0.406 -2.066
H 4.042 -1.462 -0.612
C 2.978 2.238 -0.780
H 4.025 2.546 -0.938
H 2.499 2.971 -0.108
H 2.464 2.264 -1.756
Ce 0.002 -0.148 -1.027
C -1.857 -0.600 1.429
O -2.446 -0.588 2.437
C 1.312 -1.347 1.538
O 1.678 -1.674 2.586
C 1.147 -1.359 -3.008
C 1.174 0.050 -3.185
C -0.041 0.766 -3.308
C -1.279 0.079 -3.174
C -1.294 -1.319 -3.003
C -0.081 -2.033 -2.889
H 2.089 -1.927 -2.974
H 2.131 0.572 -3.311
H -0.024 1.851 -3.479
H -2.226 0.623 -3.300
H -2.254 -1.855 -2.964
H -0.095 -3.129 -2.799
C 0.210 1.451 3.643
C 0.475 2.217 2.381
N 0.780 3.511 2.552
O 0.406 1.715 1.218
H 0.340 2.087 4.528
H 0.909 0.609 3.754
H -0.823 1.074 3.671
H 0.971 4.105 1.728
H 0.835 3.893 3.469
```

DFT (ωB97M-V/def2-TZVPD) results for C24H56Ca2F6N5O12S2 as an isolated structure at a distorted geometry.

The calculation puts the energy relative to the best compared isomer or geometry (same formula, charge and spin) at 0.0 kJ/mol. As for the total charge: +1. For the HOMO energy, the calculation gives -10.4445 eV. The HOMO-LUMO gap comes out at 0.2590 Eh.

```
107
C24H56Ca2F6N5O12S2 | the OMol25 dataset | ωB97M-V/def2-TZVPD
Ca -0.891 0.193 3.624
Ca -0.754 -2.120 -0.321
O -1.009 -0.340 1.198
C -1.308 0.982 0.702
C -0.920 2.296 1.411
O -1.068 2.296 2.825
H -2.408 1.004 0.640
H -1.007 0.904 -0.350
H -1.557 3.069 0.968
H 0.087 2.583 1.074
C -4.570 -3.436 -1.464
F -4.792 -3.226 -2.734
F -5.718 -3.662 -0.857
F -3.769 -4.477 -1.303
S -3.753 -1.934 -0.575
O -4.692 -0.878 -0.286
O -3.161 -2.469 0.652
N -2.446 -1.508 -1.617
S -3.155 -0.437 -2.642
O -4.579 -0.602 -2.887
O -2.786 0.929 -2.352
C -2.258 -0.803 -4.319
F -0.959 -0.990 -4.129
F -2.707 -2.023 -4.758
F -2.592 0.129 -5.172
C 9.615 -2.057 0.749
O 9.308 -1.120 -0.259
C 8.233 -0.273 0.062
C 7.555 0.396 -1.144
N 6.647 1.391 -0.619
C 5.948 2.017 -1.749
C 4.769 2.841 -1.293
O 3.830 1.948 -0.663
C 2.760 2.695 -0.125
H 10.077 -2.939 0.321
H 8.746 -2.262 1.388
H 10.255 -1.673 1.557
H 8.545 0.416 0.854
H 7.407 -0.785 0.589
H 7.197 -0.386 -1.825
H 8.376 0.887 -1.680
H 5.933 0.824 -0.162
H 5.681 1.277 -2.518
H 6.623 2.633 -2.352
H 4.247 3.290 -2.148
H 5.058 3.709 -0.697
H 3.063 3.503 0.547
H 2.244 2.051 0.595
H 2.102 2.988 -0.948
C 1.441 0.097 -1.841
O 1.147 -1.272 -1.527
C 1.760 -2.260 -2.349
C 1.394 -3.692 -1.809
N -0.101 -3.932 -1.776
C -0.616 -3.903 -3.159
C -1.212 -5.274 -3.555
O -0.900 -6.343 -2.689
C -1.489 -7.569 -3.078
H 0.780 0.492 -2.621
H 2.435 0.308 -2.232
H 1.191 0.650 -0.941
H 2.847 -2.206 -2.436
H 1.412 -2.129 -3.378
H 1.703 -3.738 -0.761
H 1.874 -4.482 -2.385
H -0.132 -4.909 -1.478
H 0.001 -3.660 -4.021
H -1.443 -3.200 -3.152
H -0.893 -5.498 -4.579
H -2.310 -5.281 -3.568
H -2.578 -7.453 -3.038
H -1.153 -8.345 -2.398
H -1.196 -7.798 -4.106
C -0.226 6.111 2.256
C -1.758 6.322 2.418
C -2.434 6.359 1.043
O -1.965 7.480 0.332
C -2.801 7.777 -0.752
N -2.437 5.317 3.252
H 0.114 6.876 1.554
H 0.025 5.136 1.843
H 0.223 6.364 3.217
H -1.887 7.316 2.847
H -3.502 6.529 1.219
H -2.318 5.364 0.591
H -3.872 7.732 -0.525
H -2.711 7.098 -1.611
H -2.636 8.753 -1.208
H -1.817 5.298 4.064
H -2.233 4.372 2.925
C -5.342 -1.298 3.166
C -4.075 -1.093 3.991
C -3.101 -2.296 4.038
O -2.106 -1.961 5.005
C -2.375 -2.415 6.336
N -3.437 0.150 3.536
H -5.884 -0.362 3.021
H -6.126 -1.858 3.691
H -5.159 -1.779 2.207
H -4.423 -0.980 5.023
H -2.604 -2.311 3.063
H -3.714 -3.196 4.098
H -3.446 -2.577 6.457
H -2.100 -1.553 6.948
H -1.787 -3.269 6.670
H -4.107 0.852 3.833
H -3.383 0.288 2.526
```

DFT (ωB97M-V/def2-TZVPD) results for C5H9MnO4 as an isolated structure at a distorted geometry.

Its multiplicity is 7. For the HOMO energy (spin up / spin down), the calculation gives -7.7068 / -8.7756 eV. The HOMO-LUMO gap (spin up / spin down) comes out at 0.2861 / 0.2524 Eh.

```
19
C5H9MnO4 | the OMol25 dataset | ωB97M-V/def2-TZVPD
O 1.913 1.708 0.460
C 3.051 1.258 0.158
C 3.208 -0.009 -0.487
H 3.944 1.802 0.502
H 3.991 -0.687 -0.143
H 2.711 -0.136 -1.459
O 0.862 -1.059 0.024
O -1.304 1.798 -0.169
C -2.496 1.109 -0.006
C -2.295 -0.400 -0.140
O -1.265 -0.781 0.776
C -0.277 -1.742 0.323
Mn 0.187 0.763 0.369
H -3.257 1.403 -0.755
H -2.946 1.305 0.989
H -1.973 -0.642 -1.168
H -3.219 -0.958 0.083
H -0.137 -2.428 1.177
H -0.697 -2.303 -0.534
```

DFT (ωB97M-V/def2-TZVPD) results for C2H3F2PS as an isolated structure at a distorted geometry.

The calculation puts the energy relative to the best compared isomer or geometry (same formula, charge and spin) at 233.5 kJ/mol. For the HOMO energy, the calculation gives -9.5553 eV. The HOMO-LUMO gap comes out at 0.3161 Eh.

```
9
C2H3F2PS | the OMol25 dataset | ωB97M-V/def2-TZVPD
C 1.522 -0.111 -0.559
C 0.707 0.879 -0.368
F -0.748 -0.997 1.738
F -1.459 -1.325 -0.463
P -1.350 -0.037 0.566
S -3.041 0.801 1.112
H 2.335 -0.019 -1.213
H 1.499 -1.103 -0.048
H 0.535 1.912 -0.765
```